# 1
The following is a quantum chemistry calculation of a 3-piece molecular cluster, C18H27FIN2O5S2 overall in a non-equilibrium geometry, from the Open Molecules 2025 dataset.

Geometry as ORCA input:
```
! wB97M-V def2-TZVPD RIJCOSX def2/J DEFGRID3
* xyz 1 1
O 2.674 4.669 4.102
C 1.611 4.262 3.869
N 0.549 3.617 3.596
C 0.905 2.667 2.553
C 1.916 1.601 2.941
C 2.246 0.605 1.896
N 1.675 0.647 0.607
C 2.127 -0.466 -0.303
C 3.254 0.023 -1.331
C 4.667 -0.651 -1.085
S 5.329 -0.417 0.636
C 0.749 1.633 0.203
C 0.206 1.591 -1.267
C -1.075 0.591 -1.292
C -2.271 1.058 -0.370
I -3.701 -0.618 -0.374
C 0.294 2.689 1.156
S -0.926 4.004 0.857
O -0.606 5.256 1.555
O -2.195 3.519 1.423
F -1.145 4.387 -0.719
H 2.376 1.573 3.974
H 2.972 -0.217 2.182
H 1.264 -0.907 -0.889
H 2.563 -1.309 0.314
H 2.855 -0.182 -2.373
H 3.350 1.150 -1.197
H 5.420 -0.150 -1.776
H 4.630 -1.743 -1.392
H 4.928 0.866 0.990
H -0.025 2.598 -1.714
H 0.940 1.108 -1.993
H -1.351 0.505 -2.393
H -0.768 -0.461 -0.978
H -1.954 1.174 0.700
H -2.818 1.943 -0.798
C 1.235 -4.176 3.782
C 1.456 -2.747 3.369
O 2.340 -2.447 2.583
C 0.542 -1.709 3.965
H 1.962 -4.815 3.278
H 1.370 -4.276 4.860
H 0.231 -4.495 3.496
H 0.646 -1.702 5.052
H -0.493 -1.921 3.687
H 0.811 -0.725 3.582
C -5.057 -0.473 -5.147
C -4.607 -1.740 -4.468
O -3.690 -1.739 -3.671
C -5.341 -3.009 -4.816
H -4.442 0.360 -4.803
H -4.942 -0.569 -6.229
H -6.099 -0.266 -4.896
H -5.239 -3.218 -5.882
H -6.396 -2.914 -4.550
H -4.912 -3.840 -4.254
*
```

HOMO: -11.38 eV
HOMO-LUMO gap: 6.67 eV
LUMO energy: -0.1732 Ha
E: -64799.4160 eV

# 2
The following is a quantum chemistry calculation of a 2-piece molecular cluster, C4H8IN2 overall in a non-equilibrium geometry, from the Open Molecules 2025 dataset.

Geometry as ORCA input:
```
! wB97M-V def2-TZVPD RIJCOSX def2/J DEFGRID3
* xyz 1 1
C 0.756 -0.353 -0.374
C 1.404 2.567 1.637
C 0.228 0.593 0.361
C 0.126 -1.394 -1.280
N 0.501 3.141 2.144
N -1.212 -1.810 -0.777
I -1.784 1.148 0.683
H 1.838 -0.394 -0.383
H 2.447 2.471 1.462
H 0.778 -2.267 -1.346
H 0.009 -0.975 -2.284
H -0.504 2.912 2.061
H -1.778 -2.268 -1.497
H -1.697 -0.933 -0.432
H -1.111 -2.440 0.026
*
```

HOMO (spin up / spin down): -11.66 / -11.66 eV
HOMO-LUMO gap (spin up / spin down): 8.11 / 8.11 eV
LUMO energy (spin up / spin down): -0.1305 / -0.1305 Ha
E: -15347.4932 eV

# 3
The following is a quantum chemistry calculation of C3H4HgLiO3 as an isolated structure in a non-equilibrium geometry, from the Open Molecules 2025 dataset.

Geometry as ORCA input:
```
! wB97M-V def2-TZVPD RIJCOSX def2/J DEFGRID3
* xyz 0 2
O -0.905 0.508 0.734
C 0.284 0.195 0.280
C -2.051 -0.379 0.568
O 1.208 1.040 0.375
O 0.527 -0.939 -0.259
C -2.579 -0.530 -0.756
H -2.659 -0.260 1.471
H -2.760 0.391 -1.324
H -3.352 -1.311 -0.801
Li -0.807 -1.872 -1.236
Hg 2.454 -0.293 -0.527
H -1.687 -1.678 0.920
*
```

HOMO (spin up / spin down): -6.47 / -6.44 eV
HOMO-LUMO gap (spin up / spin down): 6.05 / 4.45 eV
LUMO energy (spin up / spin down): -0.0154 / -0.0734 Ha
E: -13694.2116 eV

# 4
The following is a quantum chemistry calculation of a 2-piece molecular cluster, C3H13N2OS overall, from the Open Molecules 2025 dataset.

Geometry as ORCA input:
```
! wB97M-V def2-TZVPD RIJCOSX def2/J DEFGRID3
* xyz 1 1
C 0.472 0.821 -0.017
C 0.841 2.299 -0.050
S 1.950 2.655 -1.471
N -0.560 0.584 1.052
H 1.319 0.173 0.195
H 0.050 0.539 -0.979
H 1.305 2.625 0.881
H -0.077 2.867 -0.188
H 0.916 2.917 -2.294
H -0.726 -0.454 1.187
H -1.463 0.992 0.814
H -0.234 0.921 1.960
N -1.029 -2.176 1.503
C -1.349 -2.608 0.146
O -1.731 -3.956 0.166
H -1.843 -2.393 2.071
H -0.279 -2.747 1.879
H -2.173 -1.958 -0.172
H -0.488 -2.470 -0.510
H -2.128 -4.198 -0.682
*
```

HOMO: -12.87 eV
HOMO-LUMO gap: 9.57 eV
LUMO energy: -0.1211 Ha
E: -19178.4000 eV

# 5
The following is a quantum chemistry calculation of a 8-piece molecular cluster, C18H32Cl12O6 overall in a non-equilibrium geometry, from the Open Molecules 2025 dataset.

Geometry as ORCA input:
```
! wB97M-V def2-TZVPD RIJCOSX def2/J DEFGRID3
* xyz 0 1
O 4.021 0.034 0.063
C 5.008 0.528 -0.352
O 5.371 0.506 -1.635
C 6.642 1.121 -1.798
C 6.912 1.762 -0.441
O 5.877 1.254 0.402
H 7.380 0.327 -1.925
H 6.746 1.796 -2.644
H 7.043 2.841 -0.400
H 7.815 1.293 -0.043
O -5.601 -0.525 5.060
C -4.788 -0.772 4.219
O -5.018 -1.085 2.957
C -3.790 -1.451 2.269
C -2.799 -1.456 3.425
O -3.448 -0.701 4.457
H -3.869 -2.427 1.806
H -3.589 -0.595 1.630
H -1.829 -0.997 3.250
H -2.698 -2.465 3.840
Cl 0.936 -0.785 4.556
C 0.399 -0.566 6.259
C -0.862 0.350 6.274
Cl -0.372 2.037 6.460
H 1.144 -0.008 6.813
H 0.138 -1.518 6.710
H -1.551 0.149 7.088
H -1.370 0.237 5.321
Cl -1.288 -0.587 0.315
C 0.301 -0.131 1.051
C 1.081 0.773 0.138
Cl 0.417 2.448 0.191
H 0.843 -1.069 1.159
H 0.104 0.316 2.020
H 1.062 0.454 -0.899
H 2.115 0.886 0.456
Cl -3.480 1.561 -2.733
C -2.187 2.739 -2.360
C -2.443 3.513 -1.084
Cl -3.686 4.792 -1.347
H -2.148 3.443 -3.190
H -1.219 2.242 -2.359
H -1.565 3.987 -0.665
H -2.874 2.856 -0.333
Cl 2.043 -2.233 -1.640
C 0.853 -2.476 -2.989
C -0.492 -1.925 -2.557
Cl -1.692 -2.078 -3.840
H 0.828 -3.547 -3.148
H 1.299 -1.850 -3.756
H -0.395 -0.904 -2.215
H -0.773 -2.575 -1.729
Cl -5.662 -2.790 -3.674
C -4.834 -3.043 -2.109
C -4.526 -1.744 -1.417
Cl -5.994 -1.247 -0.473
H -3.972 -3.638 -2.409
H -5.464 -3.702 -1.515
H -4.362 -0.913 -2.093
H -3.737 -1.862 -0.678
Cl 1.424 1.075 -3.619
C 3.135 0.488 -3.483
C 4.131 1.651 -3.499
Cl 3.820 2.838 -2.213
H 3.190 -0.167 -4.346
H 3.158 -0.077 -2.555
H 3.955 2.199 -4.428
H 5.187 1.411 -3.598
*
```

HOMO: -10.46 eV
HOMO-LUMO gap: 10.60 eV
LUMO energy: 0.0050 Ha
SMILES: O=C1OCCO1.O=C1OCCO1.ClCCCl.ClCCCl.ClCCCl.ClCCCl.ClCCCl.ClCCCl
E: -181739.9483 eV

# 6
The following is a quantum chemistry calculation of a 10-piece molecular cluster, C24H74N6O10 overall in a non-equilibrium geometry, from the Open Molecules 2025 dataset.

Geometry as ORCA input:
```
! wB97M-V def2-TZVPD RIJCOSX def2/J DEFGRID3
* xyz 0 1
C -1.749 -5.832 -1.797
O -2.221 -6.565 -0.711
C -3.461 -6.200 -0.118
C -3.960 -7.322 0.733
C -3.120 -7.500 2.023
N -4.034 -8.532 -0.048
H -2.582 -5.383 -2.371
H -1.226 -6.621 -2.370
H -1.002 -5.018 -1.654
H -3.285 -5.302 0.472
H -4.204 -5.968 -0.959
H -4.989 -7.100 1.104
H -3.404 -8.317 2.657
H -3.249 -6.596 2.690
H -2.010 -7.818 1.986
H -3.233 -8.611 -0.619
H -4.877 -8.718 -0.605
C 4.699 -3.753 1.054
O 4.159 -2.473 1.323
C 5.110 -1.621 1.915
C 4.629 -0.229 2.129
C 4.307 0.497 0.839
N 5.750 0.506 2.762
H 5.587 -3.482 0.487
H 4.060 -4.481 0.551
H 5.133 -4.209 1.931
H 5.459 -2.046 2.846
H 5.994 -1.481 1.268
H 3.746 -0.301 2.760
H 3.787 1.459 1.006
H 3.699 -0.190 0.216
H 5.294 0.659 0.415
H 5.770 0.317 3.746
H 5.557 1.480 2.562
C -3.052 0.166 0.818
O -1.759 -0.056 0.240
C -1.134 1.108 -0.203
C 0.138 0.808 -0.981
C 1.080 2.033 -0.911
N -0.131 0.481 -2.424
H -3.891 0.083 0.096
H -3.207 1.170 1.211
H -3.186 -0.667 1.524
H -1.736 1.851 -0.780
H -0.862 1.709 0.671
H 0.615 -0.114 -0.612
H 0.510 2.993 -1.118
H 1.827 2.000 -1.704
H 1.649 2.161 -0.035
H -0.646 -0.362 -2.564
H -0.552 1.323 -2.795
C -0.246 -3.154 1.516
O -0.246 -1.988 2.361
C 0.856 -1.917 3.253
C 0.899 -0.549 3.984
C 1.256 0.552 2.909
N 1.942 -0.521 5.084
H 0.640 -3.177 0.873
H -1.111 -3.018 0.919
H -0.317 -4.017 2.126
H 0.770 -2.661 4.055
H 1.831 -1.967 2.806
H -0.033 -0.341 4.473
H 0.427 0.577 2.209
H 2.122 0.332 2.331
H 1.366 1.540 3.280
H 2.861 -0.364 4.730
H 1.991 -1.365 5.562
C 0.997 3.061 -4.902
O -0.222 2.918 -4.294
C -1.191 3.906 -4.635
C -2.451 3.623 -3.826
C -3.038 2.236 -4.054
N -3.501 4.646 -4.106
H 1.620 2.279 -4.614
H 1.522 3.953 -4.536
H 0.966 2.951 -6.024
H -0.766 4.882 -4.486
H -1.427 3.746 -5.694
H -2.242 3.784 -2.801
H -3.160 2.158 -5.147
H -4.046 2.154 -3.655
H -2.418 1.390 -3.764
H -3.227 5.620 -3.900
H -3.826 4.668 -5.066
C -3.421 5.041 -0.640
O -2.089 4.711 -0.354
C -1.695 5.284 0.872
C -0.400 4.720 1.371
C -0.262 4.880 2.918
N 0.689 5.404 0.693
H -3.751 4.631 -1.629
H -3.507 6.137 -0.652
H -4.043 4.661 0.158
H -1.612 6.381 0.837
H -2.496 5.095 1.612
H -0.364 3.648 1.138
H -1.009 4.253 3.370
H -0.494 5.931 3.184
H 0.712 4.578 3.300
H 0.584 5.198 -0.315
H 0.675 6.384 0.811
O 2.068 -2.634 -0.930
H 2.472 -2.183 -0.151
H 2.131 -2.027 -1.702
O 2.183 -0.848 -3.164
H 1.380 -0.272 -3.045
H 1.919 -1.232 -4.043
O 2.786 3.991 1.831
H 3.696 4.414 1.653
H 2.138 4.631 1.452
O -1.163 -2.283 -1.678
H -1.180 -1.635 -0.961
H -0.340 -2.736 -1.562
*
```

HOMO: -8.77 eV
HOMO-LUMO gap: 9.25 eV
LUMO energy: 0.0176 Ha
SMILES: COC[C@H](C)N.COC[C@H](C)N.COC[C@H](C)N.COC[C@H](C)N.COC[C@H](C)N.COC[C@H](C)N.O.O.O.O
E: -55499.9818 eV